(1)
16
Properties=species:S:1:pos:R:3:forces:R:3 method="wB97M-V/def2-TZVPD" total_charge=-1 homo_lumo_gap_ha=0.2410 spin_multiplicity=1 homo_energy_ev=-2.93 largest_force_ev_per_a=2.08 relative_energy_kj_mol=54.7
H -1.364 -2.807 2.301 0.4225 0.0248 -0.0589
S -0.499 -0.095 0.973 0.3468 -0.2563 0.1360
C 0.578 1.314 0.606 0.0569 0.4465 -0.7926
O -0.991 -3.689 2.164 -0.2054 -0.3622 0.1453
H -0.082 2.160 0.391 0.0241 0.1907 0.1874
H 1.238 1.587 1.431 -0.2359 0.0576 0.3028
H 2.494 0.855 -0.168 0.1954 -0.1202 -0.5513
H -0.476 -3.910 2.948 -0.1474 0.3628 -0.1640
H -2.475 0.400 -0.661 1.0290 -0.3050 0.3246
H 1.710 2.262 -0.894 0.3213 0.2639 -0.7076
H 0.622 -0.364 -1.177 0.1916 -0.4466 -0.0113
N 1.147 0.341 -1.706 -0.0966 0.0065 0.0731
H 0.397 0.765 -2.239 0.1129 0.4808 -0.1172
O -2.387 0.098 -1.569 -1.5447 0.2314 -1.3749
C 1.573 1.226 -0.630 -0.7913 -0.5668 1.7268
H -1.486 -0.143 -1.770 0.3209 -0.0078 0.8818



(2)
16
Properties=species:S:1:pos:R:3:forces:R:3 method="wB97M-V/def2-TZVPD" total_charge=0 homo_lumo_gap_ha="0.3970 / 0.2650" s2=0.756 spin_multiplicity=2 homo_energy_ev="-10.35 / -10.39" largest_force_ev_per_a=3.55 relative_energy_kj_mol=91.5
H 0.851 -1.502 0.319 -1.0086 -0.8134 -0.3147
H 0.879 2.152 1.383 0.1371 0.6553 0.0316
H 0.268 0.773 1.312 1.1459 0.7812 0.8490
H 0.327 1.810 -1.046 -0.3136 -0.8811 0.1426
H 0.524 -0.926 -2.045 -0.6483 -1.3523 -1.1674
H 1.782 -0.348 0.424 1.5609 1.9846 1.7998
H -2.081 -0.401 0.377 -0.9256 -1.5177 0.9575
N 1.561 -1.041 -0.207 -0.4174 0.4208 -3.5011
H 1.840 0.281 -1.977 -1.0667 -0.8386 1.1407
O 1.020 1.282 1.743 -0.3036 -0.7695 0.1220
H -1.017 0.734 -1.832 1.3975 0.1928 0.7633
H -2.303 -1.677 -0.324 -0.6625 -0.0923 1.2849
C 1.030 -0.286 -1.402 1.7119 0.2698 1.7995
O -2.536 -1.287 0.560 1.0903 1.0054 -2.1224
O -0.621 0.421 0.138 -0.9393 0.3301 -0.7077
C -0.180 0.797 -1.043 -0.7579 0.6250 -1.0778